Entry 1:
ORCA calculation (ωB97M-V/def2-TZVPD) on a molecular structure, C3H3FeLiO3 in a non-equilibrium geometry.

Results
spin multiplicity: 7
total charge: +2
HOMO energy (alpha / beta): -16.9707 / -20.1020 eV
max |F|: 10.3 eV/Å
ΔE to the lowest compared entry with this formula, charge and spin: 0.000 eV

Element x y z (Å)
Fe  0.980  1.579  -0.177
O  -2.000  1.436  0.852
O  -1.083  -0.401  -0.296
O  2.338  0.291  -0.032
C  1.420  -1.717  -0.705
C  2.431  -0.931  -0.031
C  -1.226  0.612  0.231
Li  -3.193  -0.651  -0.193
H  1.476  -2.779  -0.527
H  1.237  -1.392  -1.718
H  3.186  -1.468  0.544

Here are the natural (NBO) charges for atoms 1 to 6, given in e: 1.41, -0.50, -0.61, -0.73, -0.23, 0.39



Entry 2:
ORCA calculation (ωB97M-V/def2-TZVPD) on a molecular structure, C3H3GaO3 in a non-equilibrium geometry.

Results
spin multiplicity: 2
total charge: +3
HOMO energy (alpha / beta): -25.2551 / -25.6250 eV
max |F|: 7.8 eV/Å
ΔE to the lowest compared entry with this formula, charge and spin: 8.066 eV

Element x y z (Å)
Ga  -1.060  -0.086  -1.742
O  -0.534  0.026  1.688
O  -0.856  0.859  -0.325
O  1.325  -0.564  0.235
C  0.475  -1.723  1.282
C  -0.258  0.715  0.713
C  1.326  -1.050  -0.992
H  -0.289  -2.305  0.767
H  1.273  -1.796  2.013
H  2.363  -0.993  -1.369

Here are the natural (NBO) charges for atoms 1 to 6, given in e: 1.47, -0.32, -0.70, -0.56, 0.56, 1.23



Entry 3:
ORCA calculation (ωB97M-V/def2-TZVPD) on a molecular structure, C3H3HgLiO3 in a non-equilibrium geometry.

Results
spin multiplicity: 3
total charge: +2
HOMO energy (alpha / beta): -18.1097 / -19.6358 eV
max |F|: 2.2 eV/Å
ΔE to the lowest compared entry with this formula, charge and spin: 0.088 eV

Element x y z (Å)
Hg  1.752  -0.930  -2.393
O  -0.960  1.946  -0.193
O  0.142  0.088  -0.842
O  -1.321  1.108  -2.123
C  1.182  -1.319  1.431
C  0.079  -1.053  0.860
C  -0.677  1.063  -1.009
Li  -1.887  3.540  0.071
H  0.446  -2.076  1.965
H  -1.001  -1.263  0.902
H  2.244  -1.103  1.330

Here are the natural (NBO) charges for atoms 1 to 6, given in e: 0.94, -0.74, -0.75, -0.17, -0.36, 0.15